{"formula": "C18H22N2O7S", "method": "ωB97M-V/def2-TZVPD", "elements": ["C", "C", "O", "C", "O", "C", "S", "C", "C", "C", "C", "C", "O", "N", "C", "C", "C", "C", "C", "O", "C", "C", "O", "C", "C", "N", "O", "O", "H", "H", "H", "H", "H", "H", "H", "H", "H", "H", "H", "H", "H", "H", "H", "H", "H", "H", "H", "H", "H", "H"], "positions_angstrom": [[2.10315, -7.37425, 2.25077], [1.60910, -6.00540, 1.82423], [1.76842, -5.88241, 0.40688], [1.02752, -4.98342, -0.21292], [0.15500, -4.32161, 0.29414], [1.39905, -4.88723, -1.67584], [2.39621, -3.37846, -1.95804], [1.20054, -2.17873, -1.38611], [0.26210, -1.71407, -2.29558], [-0.69487, -0.79016, -1.91860], [-0.71348, -0.28643, -0.62222], [-1.81900, 0.64562, -0.21269], [-2.97992, 0.30441, -0.33622], [-1.44972, 1.82782, 0.32804], [-0.13551, 2.41998, 0.25242], [-0.13351, 3.57396, -0.75272], [-1.19427, 4.61744, -0.36531], [-2.56389, 3.93285, -0.23693], [-2.47471, 2.76420, 0.74153], [-1.21587, 5.63101, -1.35534], [-1.18361, 6.88339, -0.70671], [-0.46866, 6.56439, 0.60731], [-0.87009, 5.23836, 0.86896], [0.22205, -0.74313, 0.29346], [1.17800, -1.67809, -0.08489], [2.13333, -2.07287, 0.91953], [2.33176, -1.28689, 1.82204], [2.68430, -3.14476, 0.81208], [3.14334, -7.49904, 1.96331], [1.51356, -8.15487, 1.77674], [2.01791, -7.47092, 3.32911], [0.55267, -5.85852, 2.07424], [2.19672, -5.20857, 2.29157], [0.50575, -4.82013, -2.29631], [2.03417, -5.71765, -1.97319], [0.28742, -2.09385, -3.30539], [-1.43941, -0.45726, -2.62549], [0.60399, 1.67551, -0.04047], [0.12305, 2.81363, 1.24111], [0.84694, 4.05029, -0.76995], [-0.36378, 3.21423, -1.75582], [-2.86434, 3.58230, -1.22459], [-3.29649, 4.65803, 0.11717], [-3.42268, 2.22584, 0.78222], [-2.21719, 3.14329, 1.73470], [-2.20352, 7.24699, -0.52359], [-0.64740, 7.58614, -1.34341], [0.62170, 6.61788, 0.48580], [-0.77960, 7.19003, 1.44351], [0.21375, -0.39887, 1.31743]], "forces_ev_per_angstrom": [[-0.07, 0.33, -0.32], [-0.20, 0.02, 0.55], [0.41, -0.44, 0.04], [-0.47, 0.16, -0.45], [-0.03, -0.22, 0.02], [0.10, 0.37, 0.12], [-0.20, 0.01, -0.39], [0.54, -0.33, 0.05], [-0.06, 0.14, 0.11], [-0.03, 0.09, 0.15], [0.06, -0.37, -0.10], [0.19, -0.14, 0.07], [-0.23, -0.13, -0.19], [-0.06, 0.06, 0.19], [0.41, 0.20, -0.28], [-0.19, 0.32, 0.34], [-0.16, -0.64, -0.35], [0.40, 0.20, 0.14], [-0.46, 0.08, 0.00], [0.11, -0.22, -0.04], [-0.10, 0.19, 0.38], [0.19, 0.33, -0.33], [-0.18, -0.27, 0.06], [0.12, -0.09, 0.02], [-0.96, 0.55, -0.85], [0.37, -0.20, 0.39], [0.13, 0.24, 0.32], [0.19, -0.13, 0.30], [0.12, -0.07, 0.03], [-0.04, -0.10, 0.00], [0.00, -0.02, 0.11], [0.21, 0.00, -0.03], [-0.14, -0.06, -0.06], [0.02, -0.12, 0.12], [-0.05, -0.01, -0.06], [0.02, -0.03, -0.08], [-0.09, 0.03, -0.07], [-0.07, 0.12, 0.13], [0.08, -0.10, -0.05], [0.03, 0.06, -0.03], [0.02, -0.05, -0.05], [-0.02, -0.04, -0.02], [-0.02, 0.06, -0.03], [0.15, 0.10, 0.09], [-0.05, -0.05, 0.00], [0.11, 0.03, -0.02], [-0.04, 0.02, 0.07], [-0.11, 0.04, 0.04], [0.05, 0.02, -0.06], [0.02, 0.07, 0.00]], "lowdin_charge": [-0.061, -0.212, -0.001, -0.585, 0.101, -0.318, 0.979, -0.435, -0.068, 0.017, -0.115, -0.418, 0.083, -0.039, -0.123, -0.044, -0.512, -0.046, -0.115, -0.043, -0.148, -0.145, -0.049, 0.058, -0.152, -0.333, 0.091, 0.044, 0.078, 0.078, 0.078, 0.126, 0.123, 0.092, 0.086, 0.110, 0.127, 0.119, 0.137, 0.131, 0.133, 0.135, 0.131, 0.125, 0.134, 0.126, 0.127, 0.126, 0.128, 0.139], "de_lowest_ev": 0.732, "smiles": "CCOC(=O)CSc1ccc(C(=O)N2CCC3(CC2)OCCO3)cc1[N+](=O)[O-]", "charge": 0, "gap_ev": 8.4650}


{"formula": "C18H22N3O8P2Pt", "method": "ωB97M-V/def2-TZVPD", "elements": ["Pt", "C", "C", "C", "C", "N", "C", "C", "C", "C", "C", "C", "N", "C", "C", "C", "C", "C", "N", "H", "H", "H", "H", "H", "H", "H", "H", "H", "H", "H", "C", "C", "O", "P", "O", "O", "O", "P", "O", "O", "O", "H", "H", "H", "H", "H", "H", "H", "C", "O", "H", "H", "H", "H"], "positions_angstrom": [[0.66302, -0.29187, -0.36995], [-0.74644, 2.24641, -3.73676], [-1.27247, 3.35299, -3.09306], [-1.11478, 3.48102, -1.71765], [-0.43883, 2.49660, -1.02838], [0.04701, 1.41307, -1.66609], [-0.09602, 1.28079, -2.98786], [-0.10087, 2.56134, 0.40936], [-0.34370, 3.62761, 1.25550], [0.15318, 3.57347, 2.55112], [0.92028, 2.49163, 2.96191], [1.13655, 1.45899, 2.06788], [0.58391, 1.50314, 0.85155], [2.02253, 0.29553, 2.27372], [2.74025, 0.04402, 3.42346], [3.58729, -1.05766, 3.46407], [3.69174, -1.87891, 2.35351], [2.94090, -1.57735, 1.23354], [2.13458, -0.51084, 1.19818], [-0.83052, 2.12316, -4.80746], [-1.79040, 4.12055, -3.65294], [-1.49846, 4.34981, -1.20195], [0.32507, 0.39630, -3.43844], [-0.88694, 4.49682, 0.91378], [-0.02541, 4.39612, 3.23103], [1.35499, 2.47221, 3.95093], [2.65240, 0.69615, 4.28087], [4.15978, -1.26787, 4.35784], [4.33985, -2.74402, 2.34704], [2.97424, -2.20084, 0.34926], [-4.17320, -2.37259, -0.41086], [-2.85191, -1.68012, -0.25504], [-2.82338, -0.35452, -0.48311], [-1.84042, -2.08214, 1.26692], [-2.07405, -3.57877, 1.58278], [-2.59305, -1.30563, 2.39142], [-0.42719, -1.63811, 1.07243], [-1.48378, -2.51048, -1.72645], [-2.41618, -2.43620, -2.97344], [-1.26394, -3.81121, -1.08907], [-0.44293, -1.42655, -1.86117], [-4.83088, -2.05083, 0.40417], [-4.07047, -3.45463, -0.36022], [-4.64474, -2.10259, -1.35817], [-3.64507, -0.04795, -0.90698], [-1.65453, -4.22214, 0.98141], [-3.04532, -1.81995, 3.07928], [-2.78583, -3.27753, -3.29062], [3.59711, 0.05589, -1.89272], [2.22491, -0.44776, -1.97954], [4.05012, -0.01906, -2.87706], [4.16841, -0.51139, -1.16266], [3.52180, 1.09690, -1.59613], [2.22178, -1.35103, -2.32921]], "forces_ev_per_angstrom": [[-0.24, 0.08, -0.09], [0.01, -0.02, -0.06], [-0.01, 0.03, 0.03], [-0.02, 0.09, -0.06], [0.11, -0.13, 0.05], [-0.18, 0.01, -0.12], [0.04, 0.09, 0.17], [0.03, -0.09, -0.03], [-0.01, 0.08, 0.05], [0.00, 0.01, 0.00], [0.01, 0.05, 0.05], [0.03, -0.03, -0.04], [0.06, 0.09, 0.07], [-0.09, 0.00, -0.15], [0.07, -0.04, 0.08], [-0.02, 0.04, 0.03], [0.04, -0.04, 0.00], [-0.08, 0.11, 0.03], [0.26, -0.18, 0.11], [0.00, 0.00, 0.00], [0.00, 0.00, 0.00], [0.00, -0.01, 0.00], [0.00, -0.04, -0.01], [0.00, -0.01, 0.01], [0.00, -0.01, 0.00], [0.00, 0.01, -0.01], [0.00, 0.00, -0.01], [0.00, 0.00, 0.00], [0.00, 0.01, 0.01], [0.00, 0.00, -0.01], [0.11, -0.05, -0.06], [-0.06, 0.10, 0.39], [0.02, -0.02, 0.00], [-0.05, 0.12, -0.29], [0.03, -0.12, 0.04], [0.09, -0.06, -0.05], [-0.34, 0.18, 0.09], [0.31, -0.01, -0.06], [0.09, 0.06, -0.10], [-0.03, 0.05, 0.02], [-0.32, -0.34, 0.02], [-0.02, -0.01, 0.00], [0.00, 0.00, 0.01], [-0.02, 0.02, 0.02], [0.03, 0.00, -0.05], [0.01, 0.00, -0.03], [-0.01, 0.01, 0.05], [-0.06, -0.03, 0.02], [-0.15, -0.02, -0.01], [0.26, -0.03, -0.01], [0.02, 0.00, -0.02], [0.02, 0.00, 0.01], [0.00, 0.01, 0.00], [0.08, 0.07, -0.07]], "lowdin_charge": [1.551, 0.013, 0.020, 0.041, -0.186, -0.002, -0.080, -0.169, 0.054, 0.036, 0.056, -0.168, 0.027, -0.182, 0.050, 0.028, 0.014, -0.087, -0.040, 0.135, 0.140, 0.131, 0.115, 0.133, 0.143, 0.134, 0.133, 0.142, 0.137, 0.128, -0.015, -0.468, 0.065, 0.481, -0.032, -0.027, -0.338, 0.454, -0.039, -0.194, -0.374, 0.126, 0.109, 0.112, 0.164, 0.117, 0.140, 0.143, -0.028, -0.248, 0.110, 0.082, 0.098, 0.114], "spin_multiplicity": 5, "de_lowest_ev": 0.000, "charge": 3, "gap_ev": [8.4684, 5.7906]}


{"formula": "C18H22N4O4S", "method": "ωB97M-V/def2-TZVPD", "elements": ["C", "N", "C", "C", "C", "N", "S", "O", "O", "C", "C", "C", "C", "N", "C", "C", "C", "C", "C", "C", "C", "C", "C", "N", "O", "O", "C", "H", "H", "H", "H", "H", "H", "H", "H", "H", "H", "H", "H", "H", "H", "H", "H", "H", "H", "H", "H", "H", "H"], "positions_angstrom": [[2.30227, -0.42826, 0.67258], [1.96179, 0.36676, 1.83086], [2.62792, 1.65313, 1.80453], [2.19567, -0.39259, 3.04556], [1.80838, 0.33954, 4.33016], [0.47601, 0.89574, 4.21508], [-0.77039, -0.20835, 4.04944], [-1.94196, 0.41893, 4.58937], [-0.39225, -1.49587, 4.56596], [-0.96590, -0.34099, 2.28148], [-1.47277, -1.51675, 1.74815], [-1.67972, -1.62872, 0.39323], [-1.38475, -0.56878, -0.48964], [-1.55524, -0.75700, -1.82713], [-2.56600, -1.67053, -2.35385], [-2.81649, -1.18408, -3.78823], [-1.55836, -0.42398, -4.08871], [-1.05434, 0.00798, -5.29283], [0.16522, 0.67454, -5.30669], [0.86276, 0.88121, -4.12959], [0.35716, 0.45487, -2.91112], [-0.87448, -0.17799, -2.89425], [-0.92424, 0.63732, 0.09449], [-0.82019, 1.85749, -0.64221], [-1.52971, 1.99756, -1.62153], [-0.05813, 2.70973, -0.22465], [-0.68971, 0.72897, 1.46696], [3.36087, -0.73245, 0.66082], [1.68281, -1.32488, 0.65337], [2.10645, 0.15299, -0.22586], [2.37425, 2.15684, 0.87360], [2.26212, 2.26587, 2.62356], [3.72287, 1.56632, 1.87802], [3.25657, -0.69327, 3.13849], [1.59043, -1.30119, 2.98192], [1.86218, -0.38810, 5.15133], [2.50378, 1.15461, 4.54006], [0.24140, 1.55411, 4.94230], [-1.68486, -2.33729, 2.41527], [-2.05219, -2.55657, -0.00862], [-2.17862, -2.69729, -2.36611], [-3.46231, -1.63548, -1.73329], [-3.67684, -0.51229, -3.83173], [-2.98790, -2.00702, -4.48038], [-1.59373, -0.17325, -6.21024], [0.57496, 1.02337, -6.24194], [1.81798, 1.38316, -4.15352], [0.92562, 0.61032, -2.00696], [-0.34841, 1.66158, 1.88251]], "forces_ev_per_angstrom": [[-0.06, 0.04, 0.06], [0.41, 0.03, 0.14], [-0.05, -0.13, -0.01], [0.14, 0.11, 0.06], [0.50, -0.51, -0.19], [-0.81, -0.38, -0.13], [-0.18, 0.38, -0.03], [0.08, 0.25, -0.04], [0.16, 0.05, -0.26], [0.09, -0.04, 0.55], [0.03, 0.06, 0.11], [0.01, 0.12, -0.10], [0.15, 0.22, 0.33], [-0.27, 0.01, 0.01], [-0.23, -0.39, -0.05], [-0.06, 0.08, 0.03], [0.11, -0.03, 0.27], [0.09, 0.04, 0.11], [0.04, 0.04, -0.15], [0.01, 0.02, -0.01], [-0.04, -0.14, 0.08], [0.33, -0.04, -0.73], [-0.16, -0.98, 0.76], [-0.30, 0.58, -0.39], [-0.07, 0.19, 0.19], [0.30, 0.21, 0.02], [-0.17, 0.17, -0.37], [0.02, -0.02, -0.01], [-0.02, -0.09, -0.05], [0.00, -0.01, -0.10], [0.03, 0.06, -0.02], [0.02, 0.14, 0.06], [0.07, 0.02, 0.02], [-0.10, -0.06, 0.00], [0.17, -0.06, -0.02], [0.12, 0.16, -0.09], [-0.11, -0.01, 0.00], [-0.25, 0.07, 0.10], [-0.04, -0.19, 0.00], [0.00, -0.09, -0.06], [-0.07, 0.03, 0.03], [0.07, -0.05, 0.00], [-0.06, -0.04, 0.03], [-0.03, -0.01, 0.04], [-0.06, -0.03, -0.11], [0.05, 0.03, -0.08], [0.09, 0.05, -0.01], [0.04, 0.04, 0.07], [0.02, 0.07, -0.04]], "lowdin_charge": [-0.086, -0.288, -0.084, -0.207, -0.226, -0.126, 0.656, -0.285, -0.289, -0.274, -0.033, 0.008, -0.125, -0.003, -0.115, -0.083, -0.161, -0.028, -0.087, -0.072, -0.013, -0.181, -0.079, -0.357, 0.099, 0.077, 0.012, 0.093, 0.091, 0.067, 0.079, 0.078, 0.092, 0.130, 0.109, 0.117, 0.117, 0.113, 0.122, 0.110, 0.128, 0.130, 0.124, 0.119, 0.113, 0.099, 0.105, 0.092, 0.124], "de_lowest_ev": 5.502, "smiles": "CN(C)CCNS(=O)(=O)c1ccc(N2CCc3ccccc32)c([N+](=O)[O-])c1", "charge": 0, "gap_ev": 7.4487}


Max |F| per entry: 1.393 0.469 1.250 eV/A